The following is a DFT calculation (the ωB97M-V functional and the def2-TZVPD basis) of an isolated molecule of C3H3NO2 at a distorted geometry.

Each line ends with the natural charge from an NBO analysis.
Positions of all 9 atoms, in Å:
N  2.31  -0.57  0.34  -0.55
C  1.25  -0.20  -0.17  0.38
C  0.03  0.23  -0.41  -0.01
O  -0.21  1.51  -0.81  -0.66
C  -1.10  -0.59  -0.01  0.37
O  -2.22  -0.12  -0.05  -0.55
H  2.03  -0.30  1.29  0.38
H  -1.16  1.61  -0.65  0.50
H  -0.89  -1.59  0.41  0.14

As for the energy above the lowest of the compared OMol25 structures with the same formula, charge and spin: 65.90 kcal per mole. The gap between HOMO and LUMO comes out at 9.33 eV. The LUMO energy comes out at 0.086 eV. The net charge is 0.